Below is a 2-piece molecular cluster, C2H8N2O2 overall, with properties calculated with wB97M-V/def2-TZVPD.

The energy is -9273.2799 eV. The relative energy (zero: lowest compared OMol25 entry of this formula, charge and spin) is 639.8 kJ/mol. The multiplicity is 1. The HOMO energy (spin up / spin down) is -9.23 / -8.33 eV.

Positions of all 14 atoms, in Å:
1 C -0.49946 -0.10262 -0.08457
2 C -1.20981 -0.03711 1.25755
3 N 0.67162 -0.82972 -0.19553
4 N 1.32811 1.24412 -1.15067
5 O 1.31239 -0.87890 1.00411
6 O -1.36008 -0.36534 -1.16345
7 H 2.16828 -1.27777 0.78960
8 H -1.39865 -1.31934 -1.31484
9 H 0.04772 1.01057 -0.41989
10 H 2.08756 1.86504 -1.46445
11 H 1.03668 0.76162 -2.00818
12 H -0.55982 0.38126 2.02414
13 H -1.52580 -1.03433 1.57639
14 H -2.09874 0.58253 1.14978

Atoms 1-6, force components in eV/Å:
0.150 0.402 0.038
0.114 0.103 -0.064
-0.230 -0.154 0.257
1.001 -0.407 -0.212
-0.096 0.023 -0.265
0.012 -0.301 -0.160